(1)
{
  "formula": "C27H43CrN10O7PS3",
  "method": "the ωB97M-V functional and the def2-TZVPD basis",
  "species": ["Cr", "N", "C", "C", "C", "C", "N", "C", "N", "N", "C", "O", "O", "H", "H", "H", "H", "H", "H", "H", "H", "H", "H", "H", "H", "H", "H", "N", "C", "N", "C", "N", "N", "C", "N", "C", "C", "C", "C", "C", "N", "H", "H", "H", "H", "H", "H", "H", "H", "C", "C", "C", "O", "P", "S", "S", "O", "C", "C", "C", "H", "H", "H", "H", "H", "H", "H", "H", "H", "H", "H", "H", "H", "H", "C", "C", "C", "C", "C", "C", "C", "S", "O", "O", "O", "H", "H", "H", "H", "H", "H", "H"],
  "coordinates": [[0.0709, 0.1092, -0.8752], [0.6224, 0.3488, 1.1565], [1.9724, 0.9606, 1.2674], [2.3015, 1.6643, 2.5697], [1.9849, 1.0078, 3.9099], [3.0962, 0.0124, 4.2396], [3.0669, -1.3043, 3.5874], [4.0582, -2.1844, 3.7849], [3.9677, -3.3336, 3.1385], [4.9391, -1.9514, 4.7394], [2.3619, 1.6982, -0.0656], [3.1750, 2.5950, -0.0685], [1.7447, 1.1700, -1.0790], [-0.0867, 0.8683, 1.7737], [0.5502, -0.7019, 1.4601], [2.7008, 0.0566, 1.1846], [1.8655, 2.7018, 2.5069], [3.4366, 1.8257, 2.5425], [0.9886, 0.6100, 4.0315], [2.1370, 1.8972, 4.5326], [2.9534, -0.1125, 5.3459], [4.1157, 0.5044, 4.0668], [2.1591, -1.6557, 3.2361], [3.5464, -3.2665, 2.2089], [4.7143, -4.0297, 3.2483], [5.1988, -1.0592, 5.0803], [5.7460, -2.5681, 4.7050], [1.6201, 0.8263, -3.8333], [0.4613, 0.2062, -3.9534], [0.2200, -0.3034, -5.1671], [-0.8900, -1.0329, -5.3351], [-1.1652, -1.4046, -6.6138], [-1.7280, -1.3986, -4.3773], [-1.3604, -0.9353, -3.1760], [-0.2916, -0.1679, -2.8701], [-2.1908, -1.4443, -2.0079], [-3.2244, -2.4595, -2.1801], [-3.7751, -2.9213, -1.0247], [-3.3727, -2.3959, 0.2453], [-2.4345, -1.4093, 0.2809], [-1.7989, -0.9665, -0.8308], [2.0936, 1.0133, -4.6983], [1.7978, 1.1938, -2.8335], [-0.8951, -0.7043, -7.3272], [-2.0162, -1.9916, -6.7565], [-3.5886, -2.7383, -3.1664], [-4.5346, -3.6319, -1.0571], [-3.9039, -2.6972, 1.1885], [-2.2417, -0.7662, 1.1033], [-4.2183, 5.6422, 1.6862], [-3.7355, 4.3010, 1.1420], [-4.4674, 3.7506, -0.0061], [-2.2908, 4.5182, 0.6985], [-1.0250, 3.6089, 0.7694], [-0.8890, 2.7685, 2.5724], [-1.2152, 2.3525, -0.8552], [0.2090, 4.5902, 0.6824], [0.7044, 5.5995, -0.3106], [0.0893, 5.5266, -1.7687], [0.5805, 6.9520, 0.3755], [-4.6467, 5.4878, 2.7225], [-4.9882, 6.0450, 0.9874], [-3.4806, 6.4050, 1.7117], [-3.6565, 3.5610, 1.9643], [-4.4757, 4.5327, -0.8453], [-5.4786, 3.4691, 0.2774], [-4.0227, 2.8155, -0.3152], [1.7067, 5.3809, -0.2832], [-1.0065, 5.7059, -1.7009], [0.0729, 4.5536, -2.2680], [0.4691, 6.3771, -2.3740], [-0.2557, 7.0627, 1.1062], [0.5861, 7.7447, -0.3886], [1.4651, 7.0979, 0.9515], [-1.0589, -7.7083, -2.0783], [-0.4468, -6.4371, -1.4492], [-0.8705, -5.9729, -0.2255], [-0.3938, -4.8524, 0.3989], [0.7332, -4.2378, -0.2045], [1.3344, -4.7861, -1.3347], [0.7137, -5.8569, -1.9363], [1.4204, -2.7254, 0.4206], [0.6226, -2.3901, 1.6645], [2.8254, -2.9963, 0.6710], [1.2180, -1.7171, -0.6972], [-1.1895, -8.5332, -1.4078], [-0.2944, -8.1046, -2.7296], [-1.9758, -7.4699, -2.6464], [-1.6388, -6.5246, 0.2701], [-0.6258, -4.6619, 1.4427], [2.2457, -4.3075, -1.7438], [1.1820, -6.3003, -2.7839]],
  "mulliken_charge": [0.787, 0.318, 0.631, -0.852, -0.473, -1.215, 0.189, 0.601, -0.296, -0.379, -0.091, -0.701, -0.021, -0.351, 0.257, -0.068, 0.180, 0.374, 0.343, 0.357, 0.448, 0.599, 0.062, 0.311, 0.269, 0.247, 0.260, -0.219, 0.162, -0.734, 0.390, -0.437, -0.632, -0.198, 0.243, 0.902, -0.900, -0.524, -0.867, -0.589, 0.907, 0.222, 0.389, 0.276, 0.266, 0.555, 0.567, 0.407, 0.586, -1.312, 0.645, -1.225, -0.115, 0.564, -0.557, -0.461, -0.391, 0.478, -1.098, -1.303, 0.287, 0.377, 0.311, 0.342, 0.288, 0.401, 0.186, 0.357, 0.273, 0.200, 0.411, 0.241, 0.365, 0.374, -1.365, 0.691, -0.648, -0.305, -0.064, -0.933, -0.640, 1.886, -1.108, -1.058, -0.353, 0.395, 0.374, 0.277, 0.419, 0.412, 0.438, 0.385],
  "fmax_ev_per_a": 3.2,
  "e_homo_ha": [-0.364, -0.366],
  "spin_multiplicity": 4,
  "total_charge": 1,
  "lumo_energy_ev": [-3.104, -3.230],
  "s2": 3.817,
  "de_lowest_kj_mol": 0.00,
  "homo_lumo_gap_ev": [6.81, 6.72]
}

=====

(2)
{
  "formula": "C27H43F5N4O15P",
  "method": "the ωB97M-V functional and the def2-TZVPD basis",
  "species": ["C", "C", "O", "P", "O", "C", "C", "N", "C", "C", "N", "N", "C", "N", "C", "C", "C", "C", "C", "F", "F", "C", "F", "F", "F", "O", "C", "C", "H", "H", "H", "H", "H", "H", "H", "H", "H", "H", "H", "H", "H", "H", "H", "H", "H", "H", "H", "H", "H", "H", "H", "H", "H", "H", "H", "C", "C", "O", "C", "O", "O", "H", "H", "H", "H", "C", "C", "O", "C", "O", "O", "H", "H", "H", "H", "C", "C", "O", "C", "O", "O", "H", "H", "H", "H", "C", "C", "O", "C", "O", "O", "H", "H", "H", "H"],
  "coordinates": [[2.4810, -2.9011, 0.3275], [2.6084, -2.5746, -1.1568], [1.3571, -2.2685, -1.8211], [0.7048, -0.8610, -1.4419], [-0.0469, -0.8883, -0.1809], [-0.4303, -0.4432, -2.7920], [-1.6399, -1.3580, -2.8882], [-2.6066, -1.3179, -1.7701], [-3.3471, -2.3658, -1.5729], [-3.3693, -3.6813, -2.3451], [-4.3237, -4.6555, -1.8771], [-4.1725, -2.1648, -0.5697], [-3.9307, -0.8649, -0.1090], [-4.6898, -0.3097, 0.9424], [-2.9643, -0.3108, -0.8335], [-2.3357, 1.0543, -0.8090], [-2.5572, 1.7817, 0.5409], [-2.0186, 0.9907, 1.7459], [-1.0412, 1.7726, 2.6104], [-1.3415, 3.0897, 2.6711], [0.2330, 1.6112, 2.1949], [-1.0589, 1.2602, 4.0871], [-2.1089, 1.7461, 4.7471], [-1.0981, -0.0783, 4.0764], [0.0431, 1.6286, 4.7259], [1.8605, 0.2270, -1.5327], [2.3039, 0.8127, -0.2757], [1.6716, 2.1835, -0.1192], [1.9253, -2.1611, 0.9037], [2.0105, -3.8707, 0.4951], [3.4880, -2.9462, 0.7490], [3.3795, -1.8145, -1.2834], [2.9932, -3.4713, -1.6410], [-0.6938, 0.6125, -2.7807], [0.1266, -0.5742, -3.7286], [-2.1962, -1.2298, -3.8186], [-1.2616, -2.3814, -2.9239], [-3.6623, -3.4253, -3.3723], [-2.3738, -4.1171, -2.4282], [-4.0163, -5.1584, -1.0559], [-5.2589, -4.2909, -1.7689], [-4.8591, -2.7969, -0.1966], [-5.6587, -0.5925, 0.8288], [-4.3890, -0.6382, 1.8538], [-2.7648, 1.6750, -1.5898], [-1.2592, 1.0312, -0.9303], [-2.0859, 2.7583, 0.4686], [-3.6262, 1.9269, 0.6761], [-1.5044, 0.0636, 1.4791], [-2.8245, 0.7078, 2.4218], [2.1853, 0.1601, 0.5857], [3.3780, 0.9712, -0.3940], [1.9064, 2.6240, 0.8502], [2.1062, 2.8580, -0.8605], [0.5901, 2.1811, -0.2608], [-3.2047, 2.6801, 7.6667], [-4.1038, 3.7034, 7.0150], [-5.3781, 3.3998, 7.5823], [-5.1667, 2.7658, 8.7692], [-6.0122, 2.5280, 9.5632], [-3.8540, 2.4418, 8.9152], [-2.1922, 3.0455, 7.8222], [-3.1622, 1.7435, 7.1081], [-3.8332, 4.7277, 7.2794], [-4.1305, 3.6138, 5.9312], [3.7621, -2.3464, -4.4730], [4.5447, -1.8891, -5.6831], [5.5121, -1.0068, -5.1095], [5.6723, -1.3518, -3.8124], [6.5173, -0.9298, -3.0941], [4.7328, -2.2588, -3.4255], [3.3892, -3.3635, -4.5697], [2.9273, -1.6828, -4.2358], [5.0653, -2.7096, -6.1798], [3.9309, -1.3667, -6.4126], [-3.3650, 6.8059, -1.4865], [-2.1557, 6.8296, -0.5818], [-1.8357, 5.4371, -0.4645], [-2.3405, 4.8060, -1.5456], [-2.1016, 3.6713, -1.8300], [-3.1459, 5.6180, -2.2586], [-3.4314, 7.6791, -2.1298], [-4.3005, 6.6991, -0.9350], [-1.3066, 7.3491, -1.0282], [-2.3629, 7.2633, 0.3928], [8.3753, -4.3823, -1.5210], [7.3344, -3.4409, -0.9641], [6.6524, -4.2619, -0.0109], [7.5008, -5.2567, 0.3644], [7.3009, -6.0065, 1.2606], [8.6048, -5.2727, -0.4261], [9.2933, -3.8757, -1.8080], [8.0072, -4.9588, -2.3726], [7.7762, -2.5886, -0.4452], [6.6468, -3.0743, -1.7204]],
  "mulliken_charge": [-1.173, -0.166, -0.309, 0.929, -0.606, -0.790, -1.034, 0.138, 0.517, -0.548, -0.672, -0.108, 0.148, -0.461, -0.407, 1.100, -1.293, -0.946, 0.904, -0.343, -0.234, 0.426, -0.232, -0.256, -0.264, -0.410, -0.190, -0.821, 0.203, 0.371, 0.336, 0.162, 0.429, 0.406, 0.631, 0.358, 0.439, 0.340, 0.415, 0.270, 0.245, 0.306, 0.331, 0.236, 0.845, -1.235, 0.517, 0.555, 0.484, 0.262, 0.226, 0.404, 0.436, 0.358, -0.203, -0.099, -0.282, -0.336, 0.594, -0.495, -0.349, 0.319, 0.159, 0.269, 0.228, -0.009, -0.424, -0.347, 0.610, -0.512, -0.200, 0.382, -0.083, 0.266, 0.320, -0.353, -0.299, -0.290, 0.577, -0.479, -0.338, 0.301, 0.265, 0.269, 0.306, -0.387, 0.456, -0.294, 0.622, -0.513, -0.336, 0.327, 0.287, 0.243, -0.398],
  "fmax_ev_per_a": 2.9,
  "e_homo_ha": -0.451,
  "total_charge": 1,
  "lumo_energy_ev": -2.483,
  "homo_lumo_gap_ev": 9.78
}

=====

(3)
{
  "formula": "C27H43F6N13O28",
  "method": "the ωB97M-V functional and the def2-TZVPD basis",
  "species": ["C", "C", "O", "N", "C", "C", "C", "C", "C", "C", "C", "C", "O", "N", "C", "O", "C", "F", "F", "C", "F", "F", "C", "F", "F", "C", "O", "O", "C", "O", "H", "H", "H", "H", "H", "H", "H", "H", "H", "H", "C", "N", "O", "O", "H", "H", "H", "C", "N", "O", "O", "H", "H", "H", "C", "N", "O", "O", "H", "H", "H", "C", "N", "O", "O", "H", "H", "H", "C", "N", "O", "O", "H", "H", "H", "C", "N", "O", "O", "H", "H", "H", "C", "N", "O", "O", "H", "H", "H", "C", "N", "O", "O", "H", "H", "H", "C", "N", "O", "O", "H", "H", "H", "C", "N", "O", "O", "H", "H", "H", "C", "N", "O", "O", "H", "H", "H"],
  "coordinates": [[-1.2983, -2.7034, -2.4882], [-1.7106, -1.2778, -2.7738], [-2.0137, -0.9567, -3.8998], [-1.7962, -0.2702, -1.7287], [-2.9173, -0.5033, -0.7891], [-0.5710, -0.0501, -1.0375], [0.1434, -1.0180, -0.3979], [1.2926, -0.7749, 0.2790], [1.7019, 0.5049, 0.3408], [0.9955, 1.5171, -0.2915], [-0.1208, 1.2509, -0.9883], [1.7137, 2.8321, -0.0048], [1.6564, 3.8554, -0.6216], [2.5235, 2.5120, 1.1429], [2.0602, 2.9794, 2.4228], [2.5485, 3.9521, 2.9417], [0.9420, 2.1627, 3.1087], [1.5233, 1.0256, 3.5257], [-0.0503, 1.9001, 2.2611], [0.3148, 2.8432, 4.3504], [0.1196, 4.1419, 4.1637], [1.1403, 2.6478, 5.3789], [-1.0660, 2.2416, 4.7674], [-1.2981, 2.7093, 5.9986], [-2.0490, 2.7205, 4.0048], [-1.1374, 0.6962, 4.8688], [-1.1310, 0.1600, 5.9492], [-1.2389, -0.0385, 3.7246], [2.8917, 1.1147, 1.0076], [3.9467, 0.6455, 1.3298], [-1.6267, -3.3876, -3.2573], [-1.6151, -3.0520, -1.5056], [-0.2175, -2.7185, -2.4813], [-3.2692, -1.5341, -0.7644], [-2.6823, -0.1330, 0.1979], [-3.7558, 0.1083, -1.1280], [-0.2046, -2.0373, -0.4077], [1.8568, -1.5551, 0.7652], [-0.6545, 2.0442, -1.4863], [-2.1456, -0.0172, 3.3832], [-5.7618, -2.1513, 2.4078], [-4.6156, -1.2065, 2.3815], [-4.7394, -0.1417, 2.9484], [-3.6205, -1.5633, 1.7859], [-6.5689, -1.6966, 2.9695], [-6.0543, -2.3309, 1.3758], [-5.4188, -3.0650, 2.8844], [2.4097, 6.7537, 3.5492], [2.5783, 8.2178, 3.3385], [2.1328, 8.6955, 2.3178], [3.1542, 8.8333, 4.2098], [1.8840, 6.3411, 2.6987], [3.3992, 6.3199, 3.6411], [1.8385, 6.6204, 4.4631], [7.3425, 1.4989, 0.7419], [7.5136, 2.1771, -0.5689], [8.1584, 3.2037, -0.6027], [6.9911, 1.6500, -1.5301], [7.8581, 2.0745, 1.5014], [6.2775, 1.4485, 0.9496], [7.7681, 0.5034, 0.6527], [-7.5110, -0.2662, -2.6343], [-6.6987, -0.4718, -1.4104], [-6.3507, -1.6054, -1.1364], [-6.4218, 0.5086, -0.7512], [-7.6671, -1.2202, -3.1073], [-8.4647, 0.1841, -2.3339], [-6.9514, 0.4016, -3.2775], [6.8222, -2.2769, -0.5164], [7.5660, -2.7288, 0.6939], [7.7467, -3.9179, 0.8372], [7.9384, -1.8621, 1.4567], [6.5524, -3.1475, -1.1018], [5.9374, -1.7456, -0.1761], [7.4785, -1.6184, -1.0782], [2.0545, -6.3894, -3.2636], [1.6941, -4.9780, -2.9676], [2.5853, -4.1587, -2.9488], [0.5217, -4.7314, -2.7566], [3.1228, -6.4459, -3.4218], [1.7572, -6.9861, -2.4076], [1.5106, -6.6845, -4.1569], [8.9036, 3.4475, -3.6244], [8.8245, 2.8162, -4.9698], [7.8111, 2.9806, -5.6131], [9.7886, 2.1745, -5.3313], [7.9806, 3.9804, -3.4358], [9.0453, 2.6553, -2.9009], [9.7517, 4.1260, -3.6331], [-10.5416, 3.4628, -3.0231], [-10.5435, 1.9907, -3.2392], [-9.9174, 1.3052, -2.4513], [-11.1670, 1.5749, -4.1846], [-9.9451, 3.6819, -2.1453], [-10.1150, 3.9212, -3.9101], [-11.5728, 3.7715, -2.8821], [6.4477, -7.1986, -0.7209], [5.2105, -6.9459, -1.5093], [4.1448, -7.1589, -0.9687], [5.3565, -6.5425, -2.6424], [6.1628, -7.5520, 0.2627], [7.0253, -7.9479, -1.2537], [6.9914, -6.2606, -0.6560], [-5.7234, -0.3077, -6.8438], [-6.6338, -0.7222, -5.7416], [-6.1473, -1.3111, -4.8011], [-7.8078, -0.4378, -5.8571], [-4.7174, -0.6274, -6.5970], [-6.0751, -0.7866, -7.7526], [-5.7807, 0.7736, -6.9255], [-3.0983, -0.4280, 8.0637], [-4.2737, -1.2269, 8.5079], [-4.6847, -2.0877, 7.7583], [-4.7415, -0.9604, 9.5932], [-2.7942, -0.7765, 7.0892], [-3.4059, 0.6131, 8.0283], [-2.3079, -0.5762, 8.7929]],
  "mulliken_charge": [-1.149, 0.576, -0.591, 0.326, -0.545, -0.450, 0.398, -1.845, 1.726, 0.138, -0.383, -0.171, -0.527, 0.339, -0.697, -0.449, 1.336, -0.326, -0.224, 0.618, -0.257, -0.305, 1.064, -0.282, -0.280, 0.017, -0.490, -0.301, -0.529, -0.627, 0.443, 0.329, 0.352, 0.419, 0.174, 0.127, 0.602, 0.631, 0.590, 0.244, -0.760, 0.974, -0.564, -0.499, 0.320, 0.231, 0.299, -0.696, 0.899, -0.533, -0.549, 0.285, 0.307, 0.283, -0.401, 0.955, -0.548, -0.541, 0.324, 0.013, 0.201, -0.904, 1.033, -0.574, -0.574, 0.410, 0.412, 0.261, -0.577, 0.980, -0.572, -0.574, 0.286, 0.190, 0.265, -0.696, 0.947, -0.551, -0.569, 0.217, 0.295, 0.305, -0.574, 0.891, -0.527, -0.540, 0.305, 0.149, 0.308, -0.726, 0.855, -0.573, -0.501, 0.317, 0.290, 0.277, -0.658, 0.915, -0.532, -0.521, 0.315, 0.283, 0.202, -0.757, 0.870, -0.484, -0.510, 0.296, 0.286, 0.302, -0.680, 0.905, -0.535, -0.552, 0.308, 0.280, 0.286],
  "fmax_ev_per_a": 2.3,
  "e_homo_ha": -0.350,
  "total_charge": 0,
  "smiles": "CC(=O)N(C)c1ccc2c(c1)C(=O)N(C(=O)C(F)(F)C(F)(F)C(F)(F)C(=O)O)C2=O.C[N+](=O)[O-].C[N+](=O)[O-].C[N+](=O)[O-].C[N+](=O)[O-].C[N+](=O)[O-].C[N+](=O)[O-].C[N+](=O)[O-].C[N+](=O)[O-].C[N+](=O)[O-].C[N+](=O)[O-].C[N+](=O)[O-]",
  "lumo_energy_ev": -0.992,
  "homo_lumo_gap_ev": 8.55
}